No. 1
{
  "formula": "C7H18IN2O3",
  "method": "ωB97M-V with the def2-TZVPD basis set",
  "e_tot_ha": -910.567280,
  "homo_ev": -4.02,
  "charge": -1,
  "relative_energy_kcal_mol": 7.86,
  "lumo_energy_ev": 2.994,
  "species": ["I", "C", "C", "C", "O", "H", "H", "H", "H", "H", "H", "H", "H", "O", "C", "N", "C", "H", "H", "H", "H", "H", "O", "C", "N", "C", "H", "H", "H", "H", "H"],
  "coordinates": [[-0.374, -0.375, 2.885], [-2.490, 3.324, 1.825], [-1.642, 2.824, 0.691], [-1.638, 3.758, -0.483], [-0.264, 2.983, 1.174], [-3.556, 3.109, 1.674], [-2.423, 4.363, 2.157], [-2.266, 2.825, 2.774], [-1.788, 1.756, 0.532], [-2.656, 4.115, -0.677], [-1.265, 3.286, -1.395], [-1.041, 4.658, -0.349], [-0.002, 2.246, 1.748], [2.567, 0.397, -0.021], [1.781, 0.186, -0.933], [0.469, 0.487, -0.827], [2.297, -0.435, -2.189], [0.039, 0.570, 0.090], [-0.092, 0.144, -1.590], [1.506, -0.888, -2.799], [3.003, -1.216, -1.920], [2.765, 0.312, -2.833], [1.962, -3.002, 0.524], [1.051, -3.774, 0.259], [-0.180, -3.616, 0.768], [1.324, -4.943, -0.632], [-0.485, -2.888, 1.415], [-0.751, -4.443, 0.707], [0.583, -5.751, -0.648], [2.211, -5.466, -0.280], [1.354, -4.546, -1.647]],
  "nbo_charge": [-0.9439, -0.6316, 0.0668, -0.6140, -0.7695, 0.1864, 0.2021, 0.2357, 0.1921, 0.1865, 0.2077, 0.2217, 0.4978, -0.6067, 0.6603, -0.8258, -0.7051, 0.4354, 0.3653, 0.1871, 0.2493, 0.2205, -0.6074, 0.6455, -0.8225, -0.7078, 0.4502, 0.3652, 0.1931, 0.2341, 0.2316]
}


No. 2
{
  "formula": "C19H51ClINO16",
  "method": "ωB97M-V with the def2-TZVPD basis set",
  "e_tot_ha": -2770.833071,
  "homo_ev": -8.94,
  "charge": 0,
  "lumo_energy_ev": -0.972,
  "species": ["C", "C", "C", "Cl", "C", "C", "C", "C", "C", "C", "I", "C", "C", "C", "C", "C", "C", "O", "N", "C", "C", "C", "O", "C", "O", "H", "H", "H", "H", "H", "H", "H", "H", "H", "H", "H", "H", "H", "H", "H", "H", "H", "H", "H", "H", "H", "H", "H", "H", "H", "O", "H", "H", "O", "H", "H", "O", "H", "H", "O", "H", "H", "O", "H", "H", "O", "H", "H", "O", "H", "H", "O", "H", "H", "O", "H", "H", "O", "H", "H", "O", "H", "H", "O", "H", "H", "O", "H", "H"],
  "coordinates": [[-2.176, 0.601, 4.314], [-1.545, 0.787, 2.853], [-2.539, 1.293, 1.750], [-4.299, 1.627, 2.024], [-1.965, 1.523, 0.339], [-0.475, 1.225, 0.026], [0.531, 0.730, 1.093], [2.044, 0.507, 0.650], [2.427, -1.000, 0.259], [3.886, -0.910, -0.478], [1.074, -1.943, -1.163], [-0.030, 0.519, 2.529], [0.915, 0.021, 3.722], [0.826, -1.587, 3.811], [-0.178, -2.246, 2.718], [0.303, -2.132, 5.249], [-0.304, 1.539, -1.525], [0.592, 1.199, -2.334], [-1.505, 2.307, -1.852], [-1.207, 3.715, -2.252], [-1.069, 4.740, -1.020], [0.469, 4.777, -0.499], [0.455, 5.490, 0.762], [-2.666, 2.061, -1.002], [-3.877, 2.257, -1.234], [-3.325, 0.496, 4.288], [-1.978, 1.585, 4.878], [-1.749, -0.280, 4.893], [2.222, 1.141, -0.301], [2.757, 0.925, 1.440], [2.624, -1.627, 1.208], [4.596, -1.738, -0.150], [4.326, 0.136, -0.320], [3.711, -1.078, -1.605], [0.538, 0.440, 4.730], [1.964, 0.427, 3.521], [1.872, -2.026, 3.607], [0.165, -2.086, 1.644], [-0.115, -3.383, 2.906], [-1.267, -1.949, 2.875], [-0.834, -2.243, 5.143], [0.728, -3.189, 5.368], [0.581, -1.436, 6.106], [-0.178, 3.697, -2.778], [-1.969, 4.052, -3.036], [-1.708, 4.458, -0.112], [-1.440, 5.759, -1.380], [1.046, 5.345, -1.322], [0.901, 3.725, -0.357], [0.499, 4.809, 1.469], [-0.015, -2.012, -4.594], [0.385, -1.160, -4.381], [-0.956, -1.806, -4.705], [5.112, -2.674, -3.043], [4.733, -2.168, -3.775], [5.805, -3.202, -3.459], [2.710, -3.159, 6.450], [3.484, -2.947, 5.912], [3.074, -3.652, 7.197], [5.240, -0.270, -4.757], [4.787, 0.513, -5.093], [6.147, -0.170, -5.072], [2.122, -4.077, 1.765], [1.741, -3.571, 1.033], [2.816, -4.604, 1.349], [-2.193, -3.531, -6.319], [-1.399, -3.373, -5.793], [-2.918, -3.320, -5.717], [-3.876, -4.332, -3.644], [-4.210, -4.827, -2.887], [-4.175, -4.842, -4.408], [2.927, -0.941, 8.381], [2.596, -1.429, 9.145], [2.630, -1.465, 7.622], [-2.647, -1.022, -4.906], [-2.713, -0.910, -5.864], [-3.349, -0.461, -4.556], [8.081, -1.880, -3.076], [8.874, -1.723, -2.549], [7.353, -1.668, -2.476], [-6.413, 3.926, -0.704], [-5.680, 3.357, -0.977], [-7.074, 3.309, -0.368], [-4.803, -0.307, -6.913], [-5.449, 0.289, -6.515], [-5.340, -1.008, -7.301], [-6.919, 5.950, 1.493], [-6.830, 5.428, 0.683], [-7.423, 6.725, 1.218]],
  "mulliken_charge": [-1.4400, 0.7418, 0.1434, -0.1778, -0.3077, 1.0585, 0.2885, -1.3887, 0.2295, -0.9713, 0.1112, 0.4229, -1.2096, 1.0457, -1.0209, -1.5489, -0.1419, -0.5939, 0.2663, -0.7472, -0.3516, 0.0275, -0.5442, -0.1739, -0.6628, 0.3780, 0.3467, 0.1923, 0.5585, 0.5070, -0.0167, 0.3285, 0.2984, 0.1981, 0.4724, 0.1785, 0.1844, -0.2214, 0.4436, 0.3582, 0.3928, 0.3747, 0.2471, 0.3503, 0.3375, 0.1752, 0.3792, 0.3010, -0.1757, 0.3257, -0.6280, 0.2723, 0.4197, -0.5822, 0.3144, 0.2813, -0.5740, 0.3020, 0.2820, -0.5798, 0.2931, 0.2948, -0.6239, 0.2144, 0.3117, -0.6084, 0.3234, 0.3064, -0.6006, 0.2853, 0.3147, -0.6550, 0.3040, 0.3603, -0.6728, 0.3462, 0.2501, -0.6207, 0.2982, 0.3258, -0.6771, 0.3861, 0.3029, -0.6175, 0.3135, 0.3124, -0.6336, 0.3643, 0.3252]
}


No. 3
{
  "formula": "C37H41N5P2SSeTaTe",
  "method": "ωB97M-V with the def2-TZVPD basis set",
  "e_tot_ha": -5514.938531,
  "homo_ev": -15.43,
  "charge": 3,
  "relative_energy_kcal_mol": 0.00,
  "lumo_energy_ev": -9.644,
  "species": ["Ta", "C", "P", "C", "C", "C", "P", "C", "C", "H", "H", "H", "H", "H", "H", "H", "H", "H", "H", "H", "H", "H", "H", "H", "H", "Se", "N", "C", "C", "C", "C", "C", "N", "C", "C", "N", "C", "C", "C", "C", "C", "N", "H", "H", "H", "H", "H", "H", "C", "C", "C", "C", "C", "C", "C", "C", "C", "S", "C", "N", "H", "H", "H", "H", "H", "H", "H", "H", "C", "C", "C", "C", "C", "C", "Te", "C", "C", "C", "H", "H", "H", "H", "H", "H", "H", "H", "H", "H", "H"],
  "coordinates": [[0.155, -0.405, 0.659], [-2.519, -1.281, 3.384], [-1.981, -1.760, 1.717], [-3.560, -1.789, 0.815], [-1.523, -3.528, 1.887], [-0.767, -4.050, 0.665], [0.799, -3.119, 0.460], [1.933, -4.096, 1.520], [1.481, -3.588, -1.156], [-3.314, -1.964, 3.687], [-2.921, -0.268, 3.378], [-1.711, -1.348, 4.108], [-4.301, -2.279, 1.447], [-3.473, -2.340, -0.120], [-3.897, -0.777, 0.593], [-2.442, -4.097, 2.049], [-0.926, -3.633, 2.797], [-1.361, -3.949, -0.244], [-0.535, -5.111, 0.779], [2.095, -5.036, 0.993], [1.501, -4.330, 2.491], [2.901, -3.610, 1.651], [1.702, -4.656, -1.144], [2.405, -3.043, -1.337], [0.780, -3.382, -1.959], [-0.432, 2.808, 7.993], [-0.928, 3.357, 6.381], [-0.579, 2.416, 5.540], [-0.818, 2.496, 4.106], [-1.423, 3.614, 3.532], [-1.616, 3.613, 2.172], [-1.204, 2.516, 1.434], [-0.612, 1.427, 1.942], [-0.426, 1.432, 3.291], [0.245, 0.280, 3.859], [0.622, -0.678, 2.984], [1.317, -1.700, 3.487], [1.597, -1.876, 4.832], [1.169, -0.924, 5.729], [0.497, 0.191, 5.231], [0.064, 1.275, 6.097], [0.240, 1.279, 7.395], [-1.722, 4.442, 4.162], [-2.084, 4.443, 1.662], [-1.393, 2.524, 0.381], [1.709, -2.397, 2.779], [2.162, -2.741, 5.150], [1.360, -1.001, 6.793], [-1.570, 1.939, -1.688], [-0.095, 2.177, -1.489], [0.363, 3.311, -2.184], [1.677, 3.660, -2.185], [2.590, 2.840, -1.501], [3.977, 3.116, -1.520], [4.864, 2.283, -0.899], [4.382, 1.139, -0.248], [3.032, 0.874, -0.204], [2.484, -0.576, 0.600], [2.087, 1.716, -0.814], [0.728, 1.396, -0.755], [-2.090, 2.897, -1.697], [-2.045, 1.282, -0.969], [-1.701, 1.502, -2.678], [-0.364, 3.896, -2.730], [2.026, 4.536, -2.720], [4.319, 3.996, -2.050], [5.925, 2.485, -0.919], [5.075, 0.454, 0.224], [-0.421, 1.079, -7.460], [-0.549, 0.593, -6.046], [-1.785, 0.305, -5.490], [-1.927, -0.181, -4.193], [-3.338, -0.437, -3.720], [-0.762, -0.365, -3.435], [-1.095, -1.273, -1.528], [0.512, -0.094, -3.962], [1.809, -0.324, -3.243], [0.580, 0.397, -5.258], [-1.389, 1.329, -7.889], [0.032, 0.304, -8.081], [0.222, 1.958, -7.518], [-2.682, 0.466, -6.078], [-3.803, -1.218, -4.322], [-3.944, 0.462, -3.842], [-3.413, -0.741, -2.677], [1.701, -0.256, -2.164], [2.552, 0.407, -3.561], [2.213, -1.308, -3.483], [1.557, 0.619, -5.675]],
  "mulliken_charge": [2.2326, -1.4095, 1.0480, -1.3796, -1.2583, -1.1281, 0.6834, -1.5590, -1.2373, 0.6234, 0.4135, 0.2802, 0.5573, 0.3895, 0.3911, 0.7093, 0.3650, 0.4119, 0.6702, 0.5642, 0.4536, 0.4085, 0.6264, 0.3658, 0.2991, 0.3952, -0.8431, 0.8997, 0.5182, -0.7620, -1.2727, -0.1132, -0.0408, -0.1053, -0.8867, 0.6434, 0.1018, -1.1801, -0.8699, 0.5959, 0.8151, -0.8549, 0.6107, 0.5429, 0.4306, 0.0630, 0.5613, 0.6133, -1.9180, 1.0396, -1.4622, -1.3270, 0.9959, -0.8855, -0.9883, -0.6687, 1.4690, -0.3046, -1.3147, 0.9244, 0.8127, 0.2939, 0.2210, 0.6805, 0.5201, 0.4944, 0.4506, 0.5835, -1.6154, 0.3947, -0.7170, 0.6869, -1.6648, 0.3544, 0.3448, 0.6883, -1.1153, -0.8913, 0.3911, 0.3499, 0.3886, 0.4574, 0.4678, 0.4276, 0.0069, -0.3605, 0.4133, 0.4929, 0.4996]
}


No. 4
{
  "formula": "C38H51N3SSbSi4Sr",
  "method": "ωB97M-V with the def2-TZVPD basis set",
  "e_tot_ha": -3469.700801,
  "homo_ev": [-9.68, -8.49],
  "charge": 1,
  "lumo_energy_ev": [-2.862, -4.531],
  "species": ["Sr", "C", "C", "C", "C", "C", "C", "N", "N", "C", "C", "C", "C", "C", "N", "H", "H", "H", "H", "H", "H", "H", "H", "H", "S", "Sb", "C", "C", "C", "C", "C", "C", "C", "C", "C", "C", "C", "C", "C", "C", "C", "C", "C", "C", "H", "H", "H", "H", "H", "H", "H", "H", "H", "H", "H", "H", "H", "H", "H", "C", "Si", "C", "C", "Si", "Si", "C", "C", "C", "Si", "C", "C", "C", "H", "H", "H", "H", "H", "H", "H", "H", "H", "H", "H", "H", "H", "H", "H", "H", "H", "H", "H", "H", "H", "H", "H", "H", "H", "H", "H"],
  "coordinates": [[0.246, -0.529, -0.349], [-0.516, -2.654, 4.758], [-0.369, -2.936, 3.400], [-0.097, -1.907, 2.504], [-0.207, -0.543, 2.933], [-0.466, -0.255, 4.300], [-0.649, -1.300, 5.147], [-0.113, 0.403, 1.986], [-0.299, 1.655, 2.426], [-0.199, 2.550, 1.483], [-0.116, 3.926, 1.953], [0.414, 4.812, 1.079], [0.441, 4.561, -0.319], [0.216, 3.263, -0.737], [-0.072, 2.244, 0.161], [-0.611, -3.457, 5.531], [-0.521, -3.946, 3.005], [0.134, -2.180, 1.450], [-0.654, 0.825, 4.514], [-1.034, -1.051, 6.148], [-0.376, 4.103, 2.998], [0.821, 5.739, 1.415], [0.637, 5.328, -1.000], [0.249, 2.946, -1.786], [2.853, -0.693, -0.706], [5.084, -0.146, -0.565], [5.767, -2.167, -1.015], [5.110, -2.947, -1.928], [5.042, -4.327, -1.766], [5.703, -5.000, -0.698], [6.408, -4.169, 0.200], [6.566, -2.786, -0.012], [5.427, 0.857, 1.356], [6.692, 0.718, 1.906], [7.006, 1.174, 3.173], [6.019, 1.809, 3.943], [4.727, 1.985, 3.377], [4.447, 1.524, 2.073], [5.637, 1.161, -2.107], [6.571, 0.639, -2.976], [6.983, 1.350, -4.087], [6.499, 2.654, -4.275], [5.482, 3.151, -3.445], [5.039, 2.391, -2.347], [4.514, -2.545, -2.728], [4.412, -4.922, -2.422], [5.655, -6.091, -0.554], [6.909, -4.598, 1.064], [7.378, -2.271, 0.497], [7.486, 0.227, 1.365], [7.987, 0.947, 3.601], [6.208, 2.091, 4.978], [3.943, 2.373, 4.001], [3.500, 1.780, 1.633], [6.970, -0.371, -2.816], [7.664, 0.860, -4.783], [6.841, 3.325, -5.035], [4.978, 4.105, -3.647], [4.212, 2.688, -1.702], [-6.471, 1.342, -2.085], [-4.725, 1.648, -1.458], [-4.757, 2.763, 0.055], [-3.717, 2.468, -2.819], [-3.652, -0.369, -0.779], [-4.675, -1.758, -2.415], [-6.545, -2.053, -2.446], [-4.033, -1.399, -4.183], [-3.759, -3.363, -2.022], [-4.857, -0.966, 1.111], [-4.571, 0.287, 2.470], [-6.804, -1.146, 0.911], [-4.139, -2.556, 1.908], [-7.009, 2.284, -2.091], [-7.031, 0.693, -1.378], [-6.553, 0.944, -3.124], [-4.795, 3.790, -0.277], [-3.844, 2.737, 0.668], [-5.685, 2.616, 0.624], [-4.417, 2.857, -3.545], [-2.954, 1.883, -3.338], [-3.319, 3.378, -2.335], [-7.128, -1.154, -2.643], [-6.924, -2.522, -1.560], [-6.717, -2.787, -3.250], [-4.206, -0.341, -4.465], [-4.599, -2.024, -4.882], [-2.971, -1.659, -4.306], [-4.422, -4.054, -1.548], [-2.799, -3.317, -1.541], [-3.559, -3.848, -2.977], [-3.982, -0.193, 3.286], [-5.466, 0.792, 2.877], [-3.866, 1.077, 2.152], [-7.355, -0.457, 0.272], [-7.251, -1.203, 1.903], [-6.975, -2.153, 0.474], [-3.222, -2.331, 2.425], [-3.956, -3.312, 1.153], [-4.868, -2.966, 2.625]],
  "mulliken_charge": [1.9823, -0.6247, -0.8705, -0.5506, 1.2047, -0.3081, -0.3741, 0.9301, -0.8070, -0.3143, -0.6628, -0.4083, -0.5842, -0.8448, 0.5153, 0.3295, 0.3828, -0.4528, 0.3805, 0.3358, 0.4861, 0.4450, 0.5264, 0.4348, -1.0433, 1.5136, 0.5338, -0.3771, -0.5569, -0.5911, -0.4798, -0.6868, 0.4127, -0.3252, -0.6677, -0.4513, -0.5826, -0.5188, 0.4818, -0.3005, -0.6640, -0.5117, -0.4694, -0.7456, 0.4427, 0.3605, 0.3919, 0.3914, 0.3548, 0.3143, 0.3553, 0.3898, 0.4443, 0.4740, 0.3493, 0.3834, 0.4092, 0.3681, 0.4538, -1.0252, 0.4606, -1.1391, -1.2320, -0.0007, 0.5727, -1.0869, -1.1112, -1.3837, 0.5928, -0.9899, -1.1900, -0.9319, 0.4848, 0.0869, 0.2894, 0.4579, 0.1922, 0.3115, 0.3867, 0.3225, 0.3317, 0.2957, 0.3425, 0.4183, 0.2803, 0.3880, 0.2681, 0.3689, 0.3097, 0.4055, 0.3484, 0.3775, 0.0921, 0.3123, 0.4298, 0.2993, 0.0057, 0.3043, 0.3505]
}


No. 5
{
  "formula": "CH4N2OS2",
  "method": "ωB97M-V with the def2-TZVPD basis set",
  "e_tot_ha": -1021.492070,
  "homo_ev": -8.58,
  "smiles": "ONC(=S)NS",
  "charge": 0,
  "relative_energy_kcal_mol": 85.07,
  "lumo_energy_ev": 0.002,
  "species": ["O", "N", "C", "S", "N", "S", "H", "H", "H", "H"],
  "coordinates": [[0.366, -0.766, 2.366], [0.809, -0.373, 0.964], [-0.137, -0.228, -0.020], [-1.677, -0.977, 0.117], [0.330, 0.451, -1.082], [-0.764, 0.779, -2.393], [-0.385, -1.550, 2.120], [1.887, -0.636, 0.980], [1.057, 1.105, -0.946], [-1.487, 2.195, -2.106]],
  "nbo_charge": [-0.5597, -0.3811, 0.2648, -0.2314, -0.7362, 0.1795, 0.4890, 0.4313, 0.4084, 0.1354]
}


No. 6
{
  "formula": "C5H8F3N4",
  "method": "ωB97M-V with the def2-TZVPD basis set",
  "e_tot_ha": -713.726919,
  "homo_ev": -14.15,
  "smiles": "FC(F)(F)CCNc1nc[nH][nH+]1",
  "charge": 1,
  "relative_energy_kcal_mol": 0.00,
  "lumo_energy_ev": -3.455,
  "species": ["F", "C", "F", "F", "C", "C", "N", "C", "N", "C", "N", "N", "H", "H", "H", "H", "H", "H", "H", "H"],
  "coordinates": [[-2.940, -1.730, -1.551], [-2.343, -0.521, -1.570], [-1.311, -0.601, -2.431], [-3.221, 0.365, -2.053], [-1.885, -0.129, -0.185], [-0.935, -1.174, 0.411], [0.138, -0.591, 1.233], [1.104, 0.153, 0.723], [1.207, 0.508, -0.578], [2.291, 1.241, -0.645], [2.910, 1.347, 0.524], [2.125, 0.673, 1.424], [-1.407, 0.849, -0.269], [-2.781, -0.016, 0.427], [-1.476, -1.844, 1.076], [-0.483, -1.785, -0.374], [0.195, -0.867, 2.200], [2.686, 1.690, -1.545], [3.757, 1.830, 0.782], [2.369, 0.603, 2.400]],
  "nbo_charge": [-0.3243, 0.9847, -0.3230, -0.3092, -0.5041, -0.2216, -0.5467, 0.5826, -0.4694, 0.2907, -0.3379, -0.3669, 0.2411, 0.2479, 0.2369, 0.2357, 0.4228, 0.2532, 0.4581, 0.4492]
}


Question: Which value of charge does entry 1 give?
Answer: -1


Question: What is the charge in the third record?
Answer: +3